1.
26
Properties=species:S:1:pos:R:3:forces:R:3:mulliken_charge:R:1 method="wB97M-V/def2-TZVPD" lumo_energy_ev="-7.46 / -10.26" max_force_ha_per_bohr=0.008 s2=6.011 charge=+2 energy_ev=-67620.8859 multiplicity=5 e_above_lowest_kcal_mol=10.92
Co 1.39589 0.43093 -0.07091 0.2875 -0.0187 0.2906 0.581
O 3.74831 -0.05458 3.19746 0.0004 0.0006 0.0009 -0.329
C 2.85205 0.01548 2.27373 0.0150 0.0013 0.0000 0.539
O 3.06325 0.48186 1.13854 -0.0686 -0.0340 0.0415 -0.573
C 1.49296 -0.50531 2.62762 -0.0207 -0.0041 -0.0032 0.476
C 1.01356 -1.06180 3.79420 -0.0019 -0.0035 0.0089 -0.279
C -0.33198 -1.45546 3.80182 0.0064 -0.0003 0.0059 -0.364
C -1.14382 -1.29194 2.68444 0.0034 0.0038 -0.0076 -0.323
C -0.57361 -0.72168 1.55313 -0.0255 -0.0142 0.0192 0.543
N 0.69355 -0.36217 1.57809 0.0029 0.0001 0.0019 -0.331
C -1.20903 -0.42353 0.20087 0.0522 0.0208 -0.0147 0.358
O -2.35116 -0.66432 -0.05381 -0.0199 -0.0200 0.0383 -0.581
O -0.34929 0.13436 -0.66334 -0.0316 0.0108 -0.0610 -0.679
H 4.60900 0.29952 2.90438 0.0012 -0.0003 0.0022 0.428
H 1.64405 -1.18943 4.66307 0.0008 0.0002 0.0001 0.531
H -0.74501 -1.89642 4.69927 0.0007 -0.0003 0.0015 0.479
H -2.18240 -1.59337 2.68285 -0.0004 0.0004 -0.0014 0.500
C -2.18219 0.51231 -3.22416 0.0342 -0.0033 0.0381 -0.514
S -0.49396 1.03963 -3.30618 -0.1998 0.0636 -0.3425 0.478
C -0.36644 1.67267 -4.95660 -0.0385 -0.0094 -0.0049 -0.887
H -2.82270 1.37638 -3.42363 0.0015 0.0041 -0.0045 0.379
H -2.36374 0.10132 -2.23249 -0.0081 0.0010 -0.0070 0.068
H -2.34748 -0.23557 -4.00519 0.0027 0.0006 -0.0056 0.380
H -0.61255 0.87659 -5.66511 0.0030 -0.0016 0.0016 0.379
H 0.64853 2.02783 -5.11403 0.0012 0.0009 -0.0011 0.361
H -1.08577 2.48672 -5.08400 0.0021 0.0015 0.0027 0.379

---

2.
149
Properties=species:S:1:pos:R:3:forces:R:3:mulliken_charge:R:1 method="wB97M-V/def2-TZVPD" lumo_energy_ev="-0.26 / -0.38" max_force_ha_per_bohr=0.116 s2=3.754 energy_ev=-219933.7962 multiplicity=4
V 1.69987 -1.13111 -2.03969 0.5275 0.0874 -1.1579 1.217
C 4.56317 -2.85410 -4.55317 -0.5788 -0.8469 -2.3011 0.706
F 5.36396 -3.16556 -5.59530 -0.8952 0.3841 0.1075 -0.241
F 4.00367 -3.97375 -4.12540 -0.1365 -0.0603 0.3394 -0.205
F 5.33174 -2.35892 -3.65343 0.7180 0.9828 1.7819 -0.185
S 3.20301 -1.57880 -5.08589 1.0780 2.1328 -0.4469 0.576
O 3.75564 -0.27003 -4.70472 -1.0618 -1.8877 0.3873 -0.605
O 2.98775 -1.73178 -6.51447 -0.0011 -0.1704 2.0298 -0.501
N 1.83526 -2.00265 -4.00590 4.7392 2.3098 -2.0523 -0.409
S 1.01336 -3.00318 -4.85213 -3.6632 -4.0291 0.7107 0.441
O 1.70148 -3.90673 -5.72337 0.1906 0.9461 -0.5120 -0.498
O 0.23141 -3.72599 -3.85186 -0.3828 1.0787 -0.7286 -0.520
C -0.23550 -1.91087 -5.89409 2.4171 -1.8107 -0.0542 0.634
F -1.21413 -2.76649 -6.15548 -0.2490 0.7051 -0.4613 -0.194
F -0.65426 -0.91207 -5.14486 -0.1607 0.2917 -0.5615 -0.191
F 0.38512 -1.49122 -7.04643 -1.5691 -0.2224 1.6594 -0.215
C -1.01840 -3.03430 -0.13998 0.6683 0.0534 1.9498 0.185
F -0.46111 -2.97926 1.15544 -1.1376 -0.2933 -2.7769 -0.093
F -0.31666 -3.91389 -0.87008 -0.8204 1.1016 0.7743 -0.154
F -2.30110 -3.39520 -0.04376 1.0661 0.0547 -0.0051 -0.011
S -0.99993 -1.28534 -0.96368 1.4041 -0.6361 -2.7805 0.501
O -0.65785 -1.53830 -2.36480 0.7785 -0.2113 1.1460 -0.178
O -2.25752 -0.62405 -0.81627 0.5783 -0.3053 1.3125 -0.152
N 0.53000 -0.59005 -0.43928 -3.1171 -1.3490 -0.0842 -0.238
S 0.06069 0.31190 0.74008 0.0442 4.0422 4.4069 -0.044
O -0.64881 1.53032 0.32863 1.2360 -1.5844 0.2957 -0.402
O -0.53703 -0.40997 1.86496 0.2991 0.3334 -1.4264 0.076
C 1.78901 0.88569 1.49221 -1.2585 -0.5188 -3.1198 -0.373
F 2.40418 -0.20619 1.92159 -0.1280 0.9614 1.0229 0.069
F 2.55751 1.35496 0.44211 -0.8025 0.1027 1.5012 -0.211
F 1.54714 1.86804 2.36378 0.8584 -1.3425 -0.0763 0.041
C -5.01671 2.15455 0.34668 1.0288 0.4533 0.3092 -0.152
C -4.47244 3.47903 0.83698 0.0397 -0.3009 0.8469 1.217
O -5.58028 4.36141 0.61224 1.6835 -0.5067 -0.1447 -0.401
C -6.27803 3.82348 -0.42398 -2.8861 0.4606 0.3966 0.517
O -7.31292 4.30319 -0.82916 2.1054 -0.6148 -0.0144 -0.574
O -5.79397 2.60852 -0.71621 -1.1701 -0.1604 -1.6261 -0.340
F -3.35564 3.88161 0.11926 -0.7569 0.0082 0.3582 -0.280
H -5.63112 1.71070 1.13001 -0.0500 -0.1034 -0.0643 0.290
H -4.25718 1.45408 -0.00054 -0.0373 0.1376 0.0198 -0.032
H -4.23572 3.40504 1.89839 0.1382 0.6045 -0.1460 -0.252
C -1.60180 -6.53026 -2.60489 0.3845 0.8376 0.2237 0.461
C -2.57321 -7.01658 -1.62240 -0.5326 1.0423 0.3160 0.634
O -2.18868 -8.31720 -1.36453 -1.1966 -0.3361 1.4738 -0.365
C -1.42679 -8.75820 -2.36093 1.4507 -2.8296 -0.1953 0.535
O -0.97108 -9.88338 -2.43150 -1.0156 2.1825 -0.0639 -0.571
O -1.21277 -7.76369 -3.19700 1.2687 1.1542 -1.8619 -0.313
F -3.80335 -6.95313 -2.23887 -0.2802 -0.4715 0.9090 -0.329
H -0.83820 -5.97503 -2.06016 0.8814 -0.6415 -0.3382 -0.238
H -2.04721 -5.75567 -3.22918 0.0386 -0.7377 -0.7034 -0.119
H -2.48882 -6.42712 -0.70943 -0.9898 -0.2006 0.1599 0.252
C -3.47951 -1.93022 3.37975 1.4429 -1.1679 0.6016 -0.206
C -4.59531 -1.67470 2.45359 1.5777 1.0671 -0.4865 0.525
O -4.61642 -0.25318 2.41729 0.5227 0.3149 -1.1906 -0.290
C -3.64633 0.24829 3.27018 -2.0171 4.4960 -0.7536 0.598
O -3.37737 1.43993 3.38462 -0.5527 -2.7599 -0.6919 -0.516
O -3.29068 -0.68527 4.05513 2.1443 -2.3301 1.7139 -0.275
F -5.67485 -2.12325 3.02480 -3.0524 -0.6735 0.6610 -0.333
H -2.58767 -2.22874 2.82874 0.3309 0.3035 0.2080 -0.163
H -3.73635 -2.71998 4.08573 0.0500 0.2548 0.1001 0.484
H -4.44976 -2.15603 1.48651 -0.2672 0.5075 -0.2891 0.182
C 3.34702 1.59581 5.69813 0.1119 -1.2952 -0.2398 0.258
C 4.56650 2.02164 4.90705 -1.0873 -0.3370 -0.6041 0.548
O 5.30718 0.81470 4.77440 0.2232 1.5604 -0.8979 -0.318
C 4.92055 -0.03740 5.71781 -0.7053 -2.6030 -0.4994 0.749
O 5.32920 -1.17478 5.78968 0.0866 1.5202 0.5766 -0.684
O 3.87011 0.43397 6.37276 -0.2530 0.1477 1.2349 -0.326
F 5.29084 2.89168 5.58374 1.3294 1.2863 1.2406 -0.338
H 2.58723 1.16922 5.04327 -0.1226 0.5499 -0.2053 -0.500
H 2.90717 2.29415 6.41013 0.3949 0.0239 -0.1557 0.403
H 4.33127 2.51608 3.96456 0.1226 -0.6780 -0.3804 0.170
C -0.54975 -1.46658 6.07825 0.4246 0.0021 0.1474 -0.104
C 0.18790 -0.14844 5.68760 -3.2883 -1.6668 -0.0069 0.620
O 0.80452 -0.58820 4.52462 0.9276 1.8537 -1.1349 0.330
C 1.02306 -1.89999 4.56066 1.8774 -3.1494 -1.6920 0.388
O 1.62296 -2.57950 3.72828 -1.6979 2.3328 2.2194 -0.519
O 0.48146 -2.37475 5.68799 -0.3114 -1.1734 -0.0905 -0.407
F 1.04753 0.14371 6.64700 1.3270 0.6680 0.9160 -0.324
H -1.43276 -1.69699 5.48217 -0.0250 0.4735 -0.1345 -0.190
H -0.79389 -1.67675 7.11956 0.3189 0.5554 0.0178 0.336
H -0.47870 0.68999 5.48568 0.2911 0.0835 -0.2157 0.011
C -1.56760 5.71213 3.71454 -0.8398 0.5796 -0.4961 -0.748
C -2.02133 4.29735 3.96448 -2.0686 1.0375 0.6977 -0.410
C -0.88985 3.50012 3.49087 -0.8115 -0.4268 0.3176 1.123
O 0.22331 4.24316 3.86787 1.9921 0.3316 -0.1614 -0.343
C -0.10329 5.62686 4.02496 -0.1705 0.0674 0.3884 -0.533
H -2.12467 6.46592 4.27094 0.1517 -0.0463 0.1655 0.447
H -1.67641 5.97887 2.66330 -0.1540 -0.0952 -0.1838 0.234
H -2.96186 4.02589 3.48510 0.0458 0.0976 0.0817 0.146
H -2.14981 4.18126 5.04064 -0.0944 -0.1691 0.1429 0.368
H -1.01711 3.40975 2.41210 0.5346 -0.7178 -0.1878 -0.241
H -0.96158 2.59747 4.09764 0.6858 -0.6061 -0.8430 -0.613
H 0.41078 6.29701 3.33596 0.6448 -0.2904 0.0855 0.223
H 0.11643 5.88631 5.06058 0.1568 0.2059 -0.0116 0.328
C -2.66324 2.09073 -4.55708 0.6670 0.5365 -0.2425 0.069
C -3.71530 2.87484 -5.28190 -2.2591 0.1415 -0.6306 -0.757
C -4.99217 2.66290 -4.39518 1.5626 0.5923 -0.2653 -0.378
O -4.84098 1.32432 -3.91424 -1.2782 0.9734 -0.8275 -0.457
C -3.47638 1.14773 -3.67132 0.5916 -0.5892 0.5630 0.724
H -2.05833 2.83613 -4.04078 -0.0091 -0.3259 0.6477 -0.006
H -1.95147 1.55853 -5.18816 -0.2292 -0.0741 -0.2317 0.150
H -3.97878 2.47662 -6.26175 0.2602 -0.1974 -0.1043 0.253
H -3.57867 3.94613 -5.42937 0.5002 -0.0356 0.1594 0.383
H -5.89204 2.92769 -4.95035 -0.2351 -0.9328 0.1045 0.452
H -4.94451 3.37719 -3.57322 -0.0211 -0.0124 0.4488 0.108
H -3.28727 0.09508 -3.88171 0.3212 -0.0242 0.1287 -0.282
H -3.26856 1.34919 -2.62045 0.1130 -0.0817 0.2832 -0.272
C 3.23284 -2.91520 0.52306 -0.1081 -0.0488 2.7847 -0.467
O 2.77415 -2.80642 -0.78067 -0.2380 0.0644 -2.1867 0.148
H 3.55566 -1.95959 0.93620 0.0224 -0.1119 -0.3110 -0.382
H 2.42111 -3.28340 1.15046 -0.0855 0.1886 0.2688 0.305
H 4.02566 -3.65122 0.65655 0.2749 0.1815 -0.3918 0.441
H 2.98516 -3.66518 -1.15432 -0.3748 0.0504 -0.7565 0.054
C 4.99457 -0.31120 -1.30510 0.0422 -0.6607 -0.2205 -0.975
O 3.62374 -0.12030 -1.68325 0.1273 0.0677 0.3574 1.613
H 5.24337 0.01157 -0.29415 -0.6010 -0.2325 0.3134 0.108
H 5.14440 -1.38188 -1.44402 0.5149 0.2505 0.2081 0.294
H 5.66313 0.28791 -1.92332 -0.1535 -0.2721 -0.5095 0.338
H 3.51736 0.83373 -1.69449 -0.6707 0.9095 -0.1926 -0.450
C 0.35012 1.88158 -2.68068 0.1736 1.0875 0.7312 -0.142
O 1.19415 0.83127 -3.17308 -0.5485 0.0754 0.3268 0.425
H -0.66514 1.57669 -2.42694 0.1678 -0.3531 -0.2569 -0.304
H 0.79060 2.36346 -1.80783 0.0478 -0.4805 0.3187 -0.205
H 0.33444 2.71602 -3.38179 -0.3017 -0.2911 -0.4549 0.711
H 1.57303 1.22813 -3.96083 0.6238 -0.7710 -0.1652 0.029
C 4.37727 3.33101 -2.64250 -0.6218 0.2876 -0.2902 -0.896
O 3.37719 2.78388 -1.79002 0.9515 -1.3276 -0.5483 -0.504
H 4.88909 4.12011 -2.09162 0.3250 0.0424 -0.3765 0.290
H 5.06612 2.59212 -3.05194 0.0363 -0.3093 0.6649 0.271
H 3.88979 3.70386 -3.54331 0.0594 0.5473 -0.0591 0.301
H 2.84094 3.51094 -1.46534 -0.4351 0.3146 0.4356 0.266
C -3.73888 -3.24047 -3.46630 0.5119 0.8614 -0.3058 -0.489
O -4.12857 -3.78075 -2.21127 0.3716 0.0667 -0.1131 -0.423
H -3.26016 -4.02404 -4.05362 -0.7871 -0.1752 -0.2276 0.295
H -4.49841 -2.63158 -3.95668 -0.7100 -0.9370 -0.3399 0.455
H -2.96198 -2.47606 -3.48062 0.6427 0.0868 1.1264 -0.098
H -4.77512 -3.21994 -1.77645 0.0127 0.1639 -0.2256 0.249
C 5.73679 -1.19374 2.46696 0.2357 -1.3734 0.5016 -0.520
O 5.06716 -2.23276 3.19644 0.1638 0.3058 -0.6003 -0.476
H 6.02812 -1.62344 1.50853 -0.3728 0.3038 -0.3293 0.218
H 5.08614 -0.32163 2.40236 0.3103 0.1918 -0.2813 0.021
H 6.68920 -1.00607 2.96275 -0.0671 0.6510 0.0415 0.472
H 5.35489 -2.11201 4.10432 -0.2440 -0.1543 0.3919 0.328
C 1.74649 4.45222 0.84287 0.3828 0.5345 1.2816 -0.354
O 1.82609 4.55166 -0.55560 0.0910 -0.2320 -0.7194 -0.541
H 2.71886 4.17480 1.24984 0.2224 -0.1515 -0.4112 0.197
H 1.57476 5.43541 1.28098 -0.3886 0.0120 0.0593 0.354
H 1.05691 3.71493 1.25394 -0.3837 0.2705 -0.5677 -0.037
H 1.15845 5.13001 -0.93160 -0.1461 -0.0166 0.2962 0.232